(1)
ORCA calculation (the ωB97M-V functional and the def2-TZVPD basis) on the ion C4H13N3 with charge +2 at a distorted geometry.

Each line ends with the Mulliken charge.
Geometry (Å):
H (0.9057, 2.0623, 1.3876)  0.36
H (1.0002, -1.8133, -0.3915)  0.41
C (0.6967, 0.3343, -0.7235)  -0.65
H (-0.4587, -1.1843, -2.4147)  0.36
H (1.5250, 1.0369, -0.7056)  0.43
C (1.1666, -1.0634, -1.1542)  -0.53
H (-0.3535, 1.9137, 3.3436)  0.39
N (-0.8784, 1.6095, 2.5201)  -0.22
H (0.8742, -1.2361, -3.3221)  0.35
H (-2.1039, -0.2692, 0.2795)  0.24
H (-1.3172, 0.6852, 2.6785)  0.36
H (-0.0293, 0.6670, -1.4708)  0.32
N (0.5057, -1.5390, -2.4133)  -0.35
H (2.2289, -1.0302, -1.3683)  0.34
H (-1.6112, 2.3053, 2.3594)  0.37
H (-1.1720, -1.2834, 1.3123)  0.27
C (-0.1416, 0.4049, 0.5447)  0.47
H (0.3582, -2.5552, -2.4592)  0.36
C (0.0110, 1.4662, 1.3307)  -0.78
N (-1.2065, -0.5111, 0.6667)  -0.53

Results
**SMILES**: N/C(=C\[NH3+])CC[NH3+]
**HOMO**: -18.0 eV
**Spin multiplicity**: 1
**F_max**: 1.8 eV Å⁻¹
**Net charge**: +2

---

(2)
ORCA calculation (the ωB97M-V functional and the def2-TZVPD basis) on a cluster of 2 separate species, C5H9I in total at a distorted geometry.

Each line ends with the Mulliken charge.
Geometry (Å):
C (-1.0770, -0.4025, 0.6512)  -0.59
C (0.2854, 0.6084, -1.7891)  -0.71
H (-0.2586, -0.2408, -2.2507)  0.18
H (-0.5158, -2.1729, -0.4522)  0.38
C (0.3725, 0.7054, -0.4680)  0.49
H (-0.8329, -0.0726, 1.6860)  0.43
H (1.4689, 0.7153, 1.2572)  0.29
C (1.2718, 1.4049, 0.4743)  -1.25
H (2.1749, 1.8344, 0.1209)  0.40
I (-2.9283, 0.1280, -0.2255)  0.05
C (-0.6070, -1.7631, 0.4981)  -0.93
H (0.6002, 1.3047, -2.5842)  0.27
H (-1.2015, -2.4885, 1.2192)  0.29
H (0.4020, -1.7596, 0.9029)  0.33
H (0.8455, 2.1991, 0.9600)  0.35

Results
**HOMO (spin up / spin down)**: -5.4 / -8.8 eV
**<S²>**: 2.008
**Spin multiplicity**: 3
**F_max**: 4.9 eV Å⁻¹
**Net charge**: 0

---

(3)
ORCA calculation (the ωB97M-V functional and the def2-TZVPD basis) on a structure of composition C38H33N11S2V.

Each line ends with the Mulliken charge.
Geometry (Å):
H (-5.7537, 2.5389, -3.5108)  0.38
H (3.4294, -1.2048, 4.1109)  0.44
C (-2.5620, 0.2377, 4.0869)  -0.41
N (0.8727, 0.7816, 3.2392)  -0.36
H (2.5126, 4.0707, -0.0786)  0.23
H (-1.0173, -3.4919, -1.2244)  0.35
C (0.6341, -2.1174, -4.3583)  -0.90
C (-4.5709, -1.0274, -2.0461)  -1.34
H (-6.0936, 0.1961, -2.9195)  0.36
H (-3.3653, -3.6660, 2.8113)  0.43
N (2.0426, 3.7201, -0.8925)  -0.45
C (-0.4088, -3.9540, -3.2372)  -1.18
S (-0.8010, 1.7449, 0.9412)  -0.24
H (-3.4593, -1.4139, 1.2132)  0.54
H (-0.9227, -4.3741, 2.7559)  0.20
C (1.4754, 0.6960, -4.3375)  -1.09
C (-0.5456, -3.1341, -2.1321)  -0.09
C (-0.5857, -2.7352, 1.4667)  -0.26
C (1.3458, -1.6620, 4.4400)  -0.81
H (-4.9575, 1.7265, 1.3932)  0.33
H (-5.1852, -1.9233, -2.0238)  0.42
C (0.9223, 0.0378, -3.1226)  0.20
N (-1.2894, -3.5982, 2.2336)  0.15
C (0.1922, -3.4291, -4.3707)  -0.83
H (4.3455, 0.9944, -6.1116)  0.40
C (-2.9136, 1.2094, -2.1076)  0.67
H (-4.3088, 4.5244, -3.6570)  0.38
H (-2.5153, -0.2480, 5.0445)  0.53
C (-3.9068, 1.9215, 1.1901)  -0.92
H (-2.9089, -2.0485, -1.1981)  0.28
H (0.4998, 2.7180, -6.8718)  0.42
H (-3.6209, 1.4864, 0.2344)  0.34
H (3.4538, -0.0820, -4.0689)  0.43
C (0.8182, -2.7004, 1.1436)  -1.44
H (2.8630, 2.3893, -7.5198)  0.38
V (-0.3825, -0.3901, -0.5350)  -0.20
C (-2.5969, -3.1519, 2.2603)  -1.36
N (-1.4260, 0.4849, 3.3239)  0.45
H (-0.8032, -1.8322, 4.5195)  0.27
H (0.3162, -4.0348, -5.2595)  0.44
C (-0.1212, 0.0071, 3.6134)  0.67
C (0.6468, 1.4928, -5.1212)  0.03
C (-2.6247, -2.0423, 1.4758)  -0.58
C (2.4032, -0.8837, 3.9933)  -0.46
C (-4.2503, 1.2859, -2.5985)  1.74
H (-3.7258, 2.9940, 1.1519)  0.29
C (2.1137, 0.3339, 3.3948)  -0.64
N (1.8000, -3.5966, 1.4032)  0.23
C (-1.7684, 1.1672, 2.1824)  -0.19
C (-3.2420, -1.0783, -1.5592)  0.18
C (0.4555, -1.3521, -3.2062)  0.48
H (-4.6491, 0.7954, 3.6724)  0.47
H (2.8952, 0.9873, 3.0196)  0.55
H (-0.3831, 1.6480, -4.8177)  0.47
C (-4.7314, 2.5031, -3.1467)  -0.85
S (2.9815, 1.4095, -0.0222)  -0.49
N (0.8349, 0.6324, -1.9819)  2.29
H (1.7239, -4.4506, 1.9260)  0.15
C (1.1467, 2.0965, -6.2652)  -0.80
C (2.8064, 0.5202, -4.6963)  0.06
H (-1.0896, 2.3373, -1.8731)  0.22
H (1.5298, -2.6089, 4.9339)  0.45
C (0.0471, -1.2267, 4.2355)  -0.25
N (-0.1282, -1.8705, -2.1100)  0.47
H (3.8855, -3.6373, 0.8796)  0.45
C (1.9663, 2.3578, -1.0068)  0.09
C (-2.3771, 0.0026, -1.5285)  0.87
C (-5.0775, 0.1373, -2.5427)  -1.17
N (-1.3680, -1.7965, 0.9794)  1.54
N (1.1519, 1.9539, -1.9616)  -1.28
H (-1.9543, 4.4069, -2.8434)  0.47
C (-3.9284, 3.6039, -3.2299)  -0.65
C (-2.1129, 2.3793, -2.2208)  -0.44
C (2.9485, -3.1116, 0.8152)  -1.27
H (1.2845, 4.2557, -1.2812)  0.22
C (2.4749, 1.9128, -6.6280)  -0.40
C (2.6025, -1.9350, 0.2218)  -0.52
H (1.1043, -1.6794, -5.2261)  0.52
H (3.2025, -1.2207, -0.3180)  0.47
H (-0.7736, -4.9717, -3.2068)  0.48
N (1.2718, -1.6886, 0.4386)  1.26
N (-3.1163, 1.3119, 2.2506)  0.30
C (-3.6039, 0.7567, 3.4189)  -0.71
C (3.3055, 1.1281, -5.8407)  -0.71
C (-2.5966, 3.5370, -2.7660)  -1.18

Results
**HOMO (spin up / spin down)**: -6.2 / -6.5 eV
**<S²>**: 3.765
**Spin multiplicity**: 4
**F_max**: 0.5 eV Å⁻¹
**Net charge**: 0

---

Which of these has the highest net charge? C4H13N3

---

Which of these has the highest spin multiplicity? C38H33N11S2V